The following is a quantum chemistry calculation of a 16-piece molecular cluster, C59H112Cl10NO20S6 overall in a non-equilibrium geometry, from OMol25.

Bonds (Å) are listed after each position.
Atoms and positions in Å:
1 C -0.51023 -4.89519 -0.16069  C2 1.524, H11 1.090, H12 1.090, H13 1.090
2 C 0.58045 -4.24484 0.68273  C1 1.524, C3 1.532, H14 1.090, H15 1.090
3 C 0.95588 -2.90081 0.05121  C2 1.532, C4 1.535, H16 1.090, H17 1.090
4 C -0.19172 -1.88574 -0.04734  C3 1.535, N5 1.522, H18 1.090, H19 1.090
5 N 0.16427 -0.49367 -0.55034  C4 1.522, C6 1.542, C9 1.580, C10 1.545
6 C -1.06059 0.43660 -0.43755  N5 1.542, C7 1.537, H20 1.090, H21 1.090
7 C -0.97073 0.98784 0.99397  C6 1.537, C8 1.508, H22 1.090, H23 1.090
8 C 0.48326 1.04187 1.39177  C7 1.508, C9 1.555, H24 1.090, H25 1.090
9 C 1.25689 0.31121 0.25809  N5 1.580, C8 1.555, H26 1.090, H27 1.090
10 C 0.68753 -0.50094 -2.00429  N5 1.545, H28 1.090, H29 1.090, H30 1.090
11 H -0.31463 -4.82321 -1.23058  C1 1.090
12 H -1.49141 -4.44022 -0.02511  C1 1.090
13 H -0.56700 -5.96878 0.01901  C1 1.090
14 H 1.44833 -4.87709 0.87017  C2 1.090
15 H 0.24447 -4.10737 1.71050  C2 1.090
16 H 1.39260 -3.10375 -0.92664  C3 1.090
17 H 1.76114 -2.59795 0.72047  C3 1.090
18 H -0.74054 -1.78467 0.88897  C4 1.090
19 H -0.89264 -2.22764 -0.80886  C4 1.090
20 H -0.94187 1.21581 -1.19045  C6 1.090
21 H -1.96648 -0.14706 -0.60122  C6 1.090
22 H -1.34486 2.01156 1.00629  C7 1.090
23 H -1.57474 0.46743 1.73723  C7 1.090
24 H 0.77268 2.09073 1.32683  C8 1.090
25 H 0.67116 0.64175 2.38812  C8 1.090
26 H 1.84161 0.96720 -0.38680  C9 1.090
27 H 1.96183 -0.37689 0.72464  C9 1.090
28 H 0.63116 0.53941 -2.32456  C10 1.090
29 H -0.00559 -1.11046 -2.58410  C10 1.090
30 H 1.72708 -0.82425 -2.05806  C10 1.090
31 C -3.56439 7.69109 2.69147  C32 1.511, C37 1.495, H38 1.090, H39 1.090
32 C -3.64594 6.18308 2.65873  C31 1.511, C33 1.495, H40 1.090, H41 1.090
33 C -2.93109 5.71954 1.42981  C32 1.495, S34 1.901, H42 1.090, H43 1.090
34 S -1.40130 6.84678 1.39032  C33 1.901, O35 1.468, O36 1.430, C37 1.880
35 O -1.31084 7.55094 0.10586  S34 1.468
36 O -0.26426 6.19424 1.96062  S34 1.430
37 C -2.12077 8.07463 2.61895  C31 1.495, S34 1.880, H44 1.090, H45 1.090
38 H -3.91517 7.95033 3.69040  C31 1.090
39 H -4.17692 8.14778 1.91408  C31 1.090
40 H -4.69466 5.88784 2.62483  C32 1.090
41 H -3.34414 5.70362 3.58993  C32 1.090
42 H -3.41857 6.03290 0.50662  C33 1.090
43 H -2.69357 4.66378 1.29924  C33 1.090
44 H -1.89259 9.12291 2.42622  C37 1.090
45 H -1.59334 7.68251 3.48853  C37 1.090
46 C 0.87999 3.04325 5.43263  C47 1.551, C52 1.514, H53 1.090, H54 1.090
47 C 1.16355 4.47168 4.89915  C46 1.551, C48 1.448, H55 1.090, H56 1.090
48 C 1.95496 4.44633 3.68706  C47 1.448, S49 1.856, H57 1.090, H58 1.090
49 S 3.05284 2.96443 3.89261  C48 1.856, O50 1.428, O51 1.460, C52 1.844
50 O 4.36230 3.42607 4.22714  S49 1.428
51 O 2.86898 2.01579 2.79812  S49 1.460
52 C 2.21020 2.32147 5.40207  C46 1.514, S49 1.844, H59 1.090, H60 1.090
53 H 0.13857 2.55632 4.79914  C46 1.090
54 H 0.49144 3.12268 6.44792  C46 1.090
55 H 1.54567 5.12061 5.68718  C47 1.090
56 H 0.19698 4.92215 4.67351  C47 1.090
57 H 2.62849 5.24640 3.37990  C48 1.090
58 H 1.42018 4.06927 2.81532  C48 1.090
59 H 2.88617 2.58735 6.21478  C52 1.090
60 H 2.24198 1.23700 5.29711  C52 1.090
61 C -5.36419 3.42770 -0.61437  C62 1.561, C67 1.510, H68 1.090, H69 1.090
62 C -6.69453 3.00413 -1.31252  C61 1.561, C63 1.534, H70 1.090, H71 1.090
63 C -6.30665 1.87832 -2.27912  C62 1.534, S64 1.809, H72 1.090, H73 1.090
64 S -5.36349 0.73315 -1.24483  C63 1.809, O65 1.461, O66 1.467, C67 1.932
65 O -4.32511 0.03585 -2.00057  S64 1.461
66 O -6.28946 0.03762 -0.34453  S64 1.467
67 C -4.56951 2.19395 -0.26009  C61 1.510, S64 1.932, H74 1.090, H75 1.090
68 H -5.50117 4.05568 0.26596  C61 1.090
69 H -4.79750 4.10004 -1.25850  C61 1.090
70 H -7.14343 3.89589 -1.74997  C62 1.090
71 H -7.47444 2.57433 -0.68395  C62 1.090
72 H -5.63490 2.14319 -3.09564  C63 1.090
73 H -7.15045 1.29662 -2.65024  C63 1.090
74 H -3.60065 2.32846 -0.74104  C67 1.090
75 H -4.37887 1.85755 0.75903  C67 1.090
76 C -5.60208 -3.22692 -3.69032  C77 1.499, C82 1.491, H83 1.090, H84 1.090
77 C -5.27623 -2.11154 -4.63652  C76 1.499, C78 1.527, H85 1.090, H86 1.090
78 C -3.82208 -2.32470 -5.05096  C77 1.527, S79 1.871, H87 1.090, H88 1.090
79 S -2.89407 -3.22031 -3.69484  C78 1.871, O80 1.456, O81 1.509, C82 1.932
80 O -1.92836 -2.33111 -3.06520  S79 1.456
81 O -2.51294 -4.59503 -4.18720  S79 1.509
82 C -4.52479 -3.38315 -2.67085  C76 1.491, S79 1.932, H89 1.090, H90 1.090
83 H -5.63705 -4.11965 -4.31475  C76 1.090
84 H -6.59860 -3.06194 -3.28063  C76 1.090
85 H -5.51836 -1.18354 -4.11855  C77 1.090
86 H -5.92478 -2.00450 -5.50602  C77 1.090
87 H -3.23876 -1.46530 -5.38149  C78 1.090
88 H -3.87065 -3.03496 -5.87636  C78 1.090
89 H -4.58318 -2.61148 -1.90325  C82 1.090
90 H -4.57045 -4.34093 -2.15253  C82 1.090
91 C 5.74599 -1.61682 0.14444  C92 1.539, C97 1.539, H98 1.090, H99 1.090
92 C 6.08059 -0.11528 0.18494  C91 1.539, C93 1.567, H100 1.090, H101 1.090
93 C 5.13336 0.66890 1.15564  C92 1.567, S94 1.881, H102 1.090, H103 1.090
94 S 4.98455 -0.60047 2.53578  C93 1.881, O95 1.448, O96 1.457, C97 1.797
95 O 3.57886 -0.94203 2.60884  S94 1.448
96 O 5.75095 -0.24314 3.72175  S94 1.457
97 C 5.78253 -1.94370 1.64762  C91 1.539, S94 1.797, H104 1.090, H105 1.090
98 H 6.40816 -2.30774 -0.37736  C91 1.090
99 H 4.78757 -1.84433 -0.32219  C91 1.090
100 H 6.09267 0.16424 -0.86854  C92 1.090
101 H 7.11143 -0.03182 0.52917  C92 1.090
102 H 4.16132 0.81843 0.68567  C93 1.090
103 H 5.54207 1.62177 1.49198  C93 1.090
104 H 5.36155 -2.89363 1.97700  C97 1.090
105 H 6.78709 -1.86709 2.06368  C97 1.090
106 C -5.73519 -2.54112 3.62408  C107 1.556, C112 1.530, H113 1.090, H114 1.090
107 C -4.50675 -1.89116 4.32305  C106 1.556, C108 1.522, H115 1.090, H116 1.090
108 C -3.29423 -1.96023 3.40578  C107 1.522, S109 1.909, H117 1.090, H118 1.090
109 S -4.09661 -1.88120 1.67487  C108 1.909, O110 1.459, O111 1.506, C112 1.789
110 O -3.84642 -3.20025 1.10423  S109 1.459
111 O -3.78377 -0.63683 0.88634  S109 1.506
112 C -5.79261 -1.88541 2.24262  C106 1.530, S109 1.789, H119 1.090, H120 1.090
113 H -6.71226 -2.51435 4.10649  C106 1.090
114 H -5.44633 -3.58650 3.51527  C106 1.090
115 H -4.34803 -2.48791 5.22126  C107 1.090
116 H -4.82115 -0.90352 4.66043  C107 1.090
117 H -2.67479 -2.85659 3.43625  C108 1.090
118 H -2.69618 -1.04903 3.41814  C108 1.090
119 H -6.33922 -2.40210 1.45373  C112 1.090
120 H -6.05122 -0.83431 2.37073  C112 1.090
121 O 3.79824 0.51185 -2.45188  C122 1.194
122 C 3.76540 1.16492 -3.45150  O121 1.194, O123 1.335, C126 1.485
123 O 2.72062 1.94856 -3.72771  C122 1.335, C124 1.400
124 C 2.91230 2.78311 -4.83496  O123 1.400, C125 1.531, H127 1.090, H128 1.090
125 C 4.05307 2.13027 -5.61985  C124 1.531, C126 1.563, H129 1.090, H130 1.090
126 C 4.76651 1.24784 -4.54472  C122 1.485, C125 1.563, H131 1.090, H132 1.090
127 H 3.18747 3.75865 -4.43408  C124 1.090
128 H 1.93401 2.83980 -5.31227  C124 1.090
129 H 4.59647 2.81099 -6.27517  C125 1.090
130 H 3.64985 1.40771 -6.32936  C125 1.090
131 H 5.76046 1.54678 -4.21185  C126 1.090
132 H 5.06948 0.26148 -4.89600  C126 1.090
133 O -0.18249 -3.59297 4.16667  C134 1.211
134 C 0.75855 -3.87338 4.87569  O133 1.211, O135 1.347, C138 1.509
135 O 0.68862 -4.54637 6.04017  C134 1.347, C136 1.451
136 C 2.00568 -4.54608 6.65005  O135 1.451, C137 1.467, H139 1.090, H140 1.090
137 C 2.84286 -4.56345 5.44569  C136 1.467, C138 1.517, H141 1.090, H142 1.090
138 C 2.18749 -3.60133 4.47254  C134 1.509, C137 1.517, H143 1.090, H144 1.090
139 H 2.11755 -5.54897 7.06210  C136 1.090
140 H 2.21239 -3.76874 7.38565  C136 1.090
141 H 2.95204 -5.57249 5.04820  C137 1.090
142 H 3.88173 -4.25157 5.55328  C137 1.090
143 H 2.49325 -3.68678 3.42980  C138 1.090
144 H 2.38202 -2.58303 4.80914  C138 1.090
145 O 4.44185 -7.92062 -3.37076  C146 1.188
146 C 3.46371 -7.39405 -2.94843  O145 1.188, O147 1.360, C150 1.506
147 O 3.23330 -7.40184 -1.60809  C146 1.360, C148 1.347
148 C 2.20927 -6.56904 -1.33738  O147 1.347, C149 1.532, H151 1.090, H152 1.090
149 C 1.36232 -6.54274 -2.61407  C148 1.532, C150 1.495, H153 1.090, H154 1.090
150 C 2.29930 -6.85430 -3.73691  C146 1.506, C149 1.495, H155 1.090, H156 1.090
151 H 2.49817 -5.53594 -1.14416  C148 1.090
152 H 1.57325 -6.89949 -0.51617  C148 1.090
153 H 1.00104 -5.53271 -2.80749  C149 1.090
154 H 0.59899 -7.32067 -2.63045  C149 1.090
155 H 2.53932 -5.94185 -4.28276  C150 1.090
156 H 1.95795 -7.57428 -4.48068  C150 1.090
157 O -0.63273 4.23765 -0.45228  C158 1.265
158 C -0.74764 4.70191 -1.62363  O157 1.265, O159 1.344, C162 1.516
159 O 0.31749 4.66023 -2.44167  C158 1.344, C160 1.404
160 C 0.07078 5.35601 -3.63621  O159 1.404, C161 1.548, H163 1.090, H164 1.090
161 C -1.46654 5.31045 -3.81549  C160 1.548, C162 1.545, H165 1.090, H166 1.090
162 C -1.93522 5.30917 -2.34326  C158 1.516, C161 1.545, H167 1.090, H168 1.090
163 H 0.60324 4.95730 -4.49969  C160 1.090
164 H 0.22894 6.43036 -3.54209  C160 1.090
165 H -1.79824 4.45880 -4.40943  C161 1.090
166 H -1.82811 6.21129 -4.31134  C161 1.090
167 H -2.80311 4.65392 -2.26897  C162 1.090
168 H -2.21048 6.33054 -2.08030  C162 1.090
169 Cl 4.32271 5.12749 -2.27911  C170 1.803
170 C 3.55680 3.91254 -1.18853  Cl169 1.803, C171 1.527, H173 1.090, H174 1.090
171 C 2.79909 4.63782 -0.07847  C170 1.527, Cl172 1.785, H175 1.090, H176 1.090
172 Cl 3.94345 5.65905 0.83436  C171 1.785
173 H 4.25974 3.24051 -0.69624  C170 1.090
174 H 2.93303 3.21242 -1.74427  C170 1.090
175 H 2.29329 4.00977 0.65490  C171 1.090
176 H 2.01981 5.33577 -0.38453  C171 1.090
177 Cl -5.93777 3.02801 4.50134  C178 1.768
178 C -4.32776 2.92507 5.22508  Cl177 1.768, C179 1.536, H181 1.090, H182 1.090
179 C -3.37238 2.03228 4.41870  C178 1.536, Cl180 1.700, H183 1.090, H184 1.090
180 Cl -3.26599 2.64841 2.83758  C179 1.700
181 H -4.42963 2.49409 6.22106  C178 1.090
182 H -3.83136 3.88737 5.35023  C178 1.090
183 H -3.66407 0.98446 4.48993  C179 1.090
184 H -2.35895 2.22464 4.77094  C179 1.090
185 Cl -2.03456 1.57382 -3.49728  C186 1.723
186 C -1.60647 0.60536 -4.85670  Cl185 1.723, C187 1.519, H189 1.090, H190 1.090
187 C -0.44151 1.30612 -5.53456  C186 1.519, Cl188 1.795, H191 1.090, H192 1.090
188 Cl -0.81539 2.91421 -6.23804  C187 1.795
189 H -2.46479 0.52186 -5.52336  C186 1.090
190 H -1.33089 -0.37062 -4.45715  C186 1.090
191 H -0.04427 0.68208 -6.33511  C187 1.090
192 H 0.44911 1.25944 -4.90788  C187 1.090
193 Cl 2.26132 -1.87142 -4.81622  C194 1.780
194 C 3.74740 -2.84339 -4.93917  Cl193 1.780, C195 1.530, H197 1.090, H198 1.090
195 C 4.62555 -2.74786 -3.68940  C194 1.530, Cl196 1.799, H199 1.090, H200 1.090
196 Cl 3.73712 -3.27963 -2.21879  C195 1.799
197 H 4.28302 -2.41160 -5.78461  C194 1.090
198 H 3.42835 -3.84396 -5.23099  C194 1.090
199 H 5.03431 -1.74497 -3.56601  C195 1.090
200 H 5.47867 -3.41110 -3.83218  C195 1.090
201 Cl 3.21417 -6.57625 2.14354  C202 1.752
202 C 4.84889 -7.19821 2.25346  Cl201 1.752, C203 1.530, H205 1.090, H206 1.090
203 C 5.63468 -7.33046 0.94742  C202 1.530, Cl204 1.795, H207 1.090, H208 1.090
204 Cl 7.27168 -7.99410 1.26676  C203 1.795
205 H 4.75605 -8.16039 2.75713  C202 1.090
206 H 5.45489 -6.63348 2.96194  C202 1.090
207 H 5.73479 -6.32397 0.54115  C203 1.090
208 H 5.15810 -8.07581 0.31070  C203 1.090

## Properties
HOMO level: -11.5 eV
E_LUMO: -1.42 eV
Total charge: +1
E: -295667.8308 eV
Max |F|: 4.2 eV/A

Atom charges from the Löwdin analysis, given in e for atoms 1 to 99: atom 1 (C): -0.08, atom 2 (C): -0.24, atom 3 (C): -0.17, atom 4 (C): -0.07, atom 5 (N): -0.18, atom 6 (C): -0.09, atom 7 (C): -0.19, atom 8 (C): -0.14, atom 9 (C): -0.04, atom 10 (C): 0.00, atom 11 (H): 0.06, atom 12 (H): 0.07, atom 13 (H): 0.08, atom 14 (H): 0.05, atom 15 (H): 0.09, atom 16 (H): 0.06, atom 17 (H): 0.10, atom 18 (H): 0.14, atom 19 (H): 0.11, atom 20 (H): 0.07, atom 21 (H): 0.10, atom 22 (H): 0.06, atom 23 (H): 0.07, atom 24 (H): 0.09, atom 25 (H): 0.11, atom 26 (H): 0.12, atom 27 (H): 0.10, atom 28 (H): 0.08, atom 29 (H): 0.07, atom 30 (H): 0.06, atom 31 (C): -0.24, atom 32 (C): -0.27, atom 33 (C): -0.22, atom 34 (S): 0.72, atom 35 (O): -0.35, atom 36 (O): -0.33, atom 37 (C): -0.19, atom 38 (H): 0.12, atom 39 (H): 0.13, atom 40 (H): 0.11, atom 41 (H): 0.10, atom 42 (H): 0.09, atom 43 (H): 0.04, atom 44 (H): 0.11, atom 45 (H): 0.09, atom 46 (C): -0.20, atom 47 (C): -0.24, atom 48 (C): -0.23, atom 49 (S): 0.69, atom 50 (O): -0.31, atom 51 (O): -0.35, atom 52 (C): -0.20, atom 53 (H): 0.10, atom 54 (H): 0.12, atom 55 (H): 0.13, atom 56 (H): 0.11, atom 57 (H): 0.09, atom 58 (H): 0.08, atom 59 (H): 0.11, atom 60 (H): 0.10, atom 61 (C): -0.21, atom 62 (C): -0.19, atom 63 (C): -0.23, atom 64 (S): 0.71, atom 65 (O): -0.39, atom 66 (O): -0.34, atom 67 (C): -0.20, atom 68 (H): 0.11, atom 69 (H): 0.09, atom 70 (H): 0.12, atom 71 (H): 0.11, atom 72 (H): 0.10, atom 73 (H): 0.11, atom 74 (H): 0.07, atom 75 (H): 0.02, atom 76 (C): -0.25, atom 77 (C): -0.23, atom 78 (C): -0.19, atom 79 (S): 0.78, atom 80 (O): -0.37, atom 81 (O): -0.37, atom 82 (C): -0.17, atom 83 (H): 0.12, atom 84 (H): 0.13, atom 85 (H): 0.10, atom 86 (H): 0.12, atom 87 (H): 0.07, atom 88 (H): 0.10, atom 89 (H): 0.08, atom 90 (H): 0.11, atom 91 (C): -0.22, atom 92 (C): -0.21, atom 93 (C): -0.16, atom 94 (S): 0.69, atom 95 (O): -0.36, atom 96 (O): -0.32, atom 97 (C): -0.24, atom 98 (H): 0.11, atom 99 (H): 0.05